(1)
Formula: C3H8N3
Source: OMol25
Level of theory: ωB97M-V/def2-TZVPD

```
! wB97M-V def2-TZVPD RIJCOSX def2/J DEFGRID3
* xyz 1 1
C 0.727 -1.017 0.264
N 1.001 0.280 -0.481
C 0.259 1.329 0.260
N -1.066 0.696 0.465
N -1.274 -0.108 -0.723
C -0.779 -0.738 0.385
H 1.137 -1.161 1.237
H 0.766 -1.849 -0.453
H 2.015 0.407 -0.795
H 0.280 0.057 -1.176
H 0.775 1.582 1.221
H -0.018 2.189 -0.358
H -2.289 -0.330 -0.697
H -1.534 -1.337 0.852
*
```

Summary:
- ΔE to the lowest compared entry with this formula, charge and spin (eV) = 3.855
- LUMO energy (eV) = -3.28

***

(2)
Formula: C7H11N2S
Source: OMol25
Level of theory: ωB97M-V/def2-TZVPD

```
! wB97M-V def2-TZVPD RIJCOSX def2/J DEFGRID3
* xyz 1 1
C -2.485 -0.899 -0.580
C -3.016 0.181 0.039
C 3.487 1.903 -1.417
C 1.795 1.576 0.287
C -1.119 -1.383 -0.398
C -0.465 0.771 0.464
C -0.565 -2.009 0.840
N 2.717 2.153 -0.474
N 0.610 1.391 -0.254
S -2.054 1.540 0.368
H -2.988 -1.445 -1.368
H -4.122 0.387 -0.068
H 4.211 2.665 -1.873
H 3.473 0.954 -2.043
H 1.948 1.808 1.304
H -0.651 -1.891 -1.199
H -0.059 0.242 1.340
H -0.735 -1.347 1.743
H 0.592 -2.042 0.590
H -0.969 -3.037 0.832
H 0.278 1.563 -1.215
*
```

Summary:
- ΔE to the lowest compared entry with this formula, charge and spin (eV) = 5.212
- LUMO energy (spin up / spin down) (eV) = -4.87 / -4.87

***

(3)
Formula: C9H14BrNO2
Source: OMol25
Level of theory: ωB97M-V/def2-TZVPD

```
! wB97M-V def2-TZVPD RIJCOSX def2/J DEFGRID3
* xyz 0 1
C 1.356 0.136 -2.019
C 0.468 -0.232 -0.802
C -1.005 0.258 -0.803
C -1.118 1.686 -0.256
C -1.203 1.684 1.307
C -0.031 1.319 2.116
C 0.413 -0.196 1.870
C 1.071 -0.424 0.580
Br 3.061 -0.355 0.744
N 0.583 -1.502 -0.258
C 0.232 -2.739 -0.715
O 0.581 -3.733 -0.171
O -0.392 -2.722 -1.965
H 1.085 1.215 -2.206
H 1.027 -0.429 -2.808
H 2.418 0.012 -1.556
H -1.588 -0.345 -0.198
H -1.367 0.059 -1.876
H -2.120 2.023 -0.683
H -0.172 2.236 -0.508
H -2.062 1.036 1.481
H -1.567 2.657 1.367
H 0.824 1.883 1.905
H -0.415 1.417 3.147
H 1.156 -0.545 2.665
H -0.527 -0.856 1.844
H -0.705 -3.546 -2.204
*
```

Summary:
- ΔE to the lowest compared entry with this formula, charge and spin (eV) = 0.000
- LUMO energy (eV) = 0.68

***

(4)
Formula: C5H6N2O
Source: OMol25
Level of theory: ωB97M-V/def2-TZVPD

```
! wB97M-V def2-TZVPD RIJCOSX def2/J DEFGRID3
* xyz 0 1
H -1.441 2.319 -0.484
N -0.382 2.132 -0.007
C -0.370 0.883 0.037
C -1.533 -0.264 -0.141
C -0.723 -1.465 -0.139
C 0.535 -1.235 0.048
N 0.807 0.160 0.156
C 2.155 0.663 0.051
O 3.000 -0.195 -0.224
H -1.999 -0.100 0.896
H -2.369 0.037 -0.841
H -1.057 -2.476 0.255
H 1.271 -2.179 0.215
H 2.106 1.718 0.178
*
```

Summary:
- ΔE to the lowest compared entry with this formula, charge and spin (eV) = 2.133
- LUMO energy (eV) = 0.80

***

(5)
Formula: C40H56BrN6O9
Source: OMol25
Level of theory: ωB97M-V/def2-TZVPD

```
! wB97M-V def2-TZVPD RIJCOSX def2/J DEFGRID3
* xyz 1 1
C -5.700 0.114 1.353
C -6.020 1.316 0.387
O -6.290 2.381 0.865
O -6.012 1.034 -0.985
C -4.952 1.762 -1.666
C -3.636 0.845 -1.586
N -2.378 1.621 -1.448
C -2.318 2.919 -2.183
C -2.562 2.720 -3.741
C -2.519 4.168 -4.431
Br -1.087 1.673 -4.563
C -1.404 1.153 -0.710
N -0.173 1.880 -0.471
C -0.311 3.190 0.253
C 0.449 4.391 -0.500
C 1.414 5.194 0.444
N 2.835 5.137 0.113
O 1.014 5.807 1.397
C 0.685 1.088 0.486
C 2.206 1.401 0.584
C 2.845 1.063 2.006
C 2.596 2.171 3.077
C 1.315 2.458 3.727
C 1.240 3.512 4.754
C 2.411 4.309 5.148
C 3.695 4.025 4.500
C 3.767 2.970 3.476
C 0.212 -0.355 -0.025
C 0.968 -0.527 -1.400
C 0.150 -1.158 -2.593
C 1.083 -1.070 -3.878
O 2.101 -2.082 -3.788
C 0.812 -1.418 0.969
C 0.544 -2.930 0.590
C -0.631 -3.507 1.497
C 1.872 -3.726 0.962
N -1.237 -0.041 0.019
O -1.923 -1.196 -0.271
H -4.911 -0.576 0.958
H -5.340 0.491 2.350
H -6.614 -0.511 1.541
H -4.833 2.724 -1.104
H -5.290 1.881 -2.721
H -3.842 0.169 -0.711
H -3.617 0.222 -2.526
H -3.000 3.692 -1.743
H -1.285 3.369 -2.132
H -3.569 2.302 -3.972
H -2.533 4.968 -3.650
H -3.390 4.292 -5.134
H -1.590 4.240 -5.054
H -1.416 3.421 0.319
H 0.075 3.200 1.301
H -0.369 5.114 -0.796
H 0.921 4.060 -1.463
H 3.117 6.003 -0.364
H 3.002 4.370 -0.549
H 0.316 1.027 1.556
H 2.854 0.928 -0.196
H 2.345 2.517 0.466
H 2.478 0.098 2.438
H 3.951 0.964 1.841
H 0.401 1.869 3.474
H 0.261 3.701 5.263
H 2.371 5.114 5.911
H 4.619 4.596 4.765
H 4.787 2.792 3.046
H 1.837 -1.224 -1.211
H 1.447 0.412 -1.800
H -0.767 -0.532 -2.772
H -0.060 -2.249 -2.457
H 0.510 -1.118 -4.840
H 1.627 -0.076 -3.880
H 2.283 -2.471 -4.657
H 1.931 -1.276 0.934
H 0.476 -1.199 2.026
H 0.234 -3.074 -0.477
H -1.635 -3.250 1.090
H -0.579 -4.625 1.591
H -0.582 -3.077 2.534
H 2.155 -3.425 2.012
H 1.747 -4.835 0.902
H 2.676 -3.324 0.286
H -2.185 -1.274 -1.208
C -6.382 -6.790 3.921
C -5.390 -6.328 4.777
C -4.459 -5.403 4.327
C -4.536 -4.944 3.018
C -5.520 -5.405 2.153
C -6.445 -6.333 2.610
N -3.570 -3.947 2.546
O -2.711 -3.579 3.330
O -3.689 -3.541 1.400
H -7.111 -7.509 4.277
H -5.344 -6.688 5.797
H -3.690 -5.049 5.001
H -5.579 -5.053 1.131
H -7.218 -6.698 1.945
C 7.777 -1.816 -4.321
C 7.720 -0.440 -4.132
C 7.022 0.085 -3.055
C 6.387 -0.778 -2.171
C 6.432 -2.154 -2.355
C 7.130 -2.671 -3.436
N 5.669 -0.229 -1.018
O 5.633 0.987 -0.896
O 5.152 -1.016 -0.243
H 8.328 -2.224 -5.160
H 8.224 0.223 -4.825
H 6.984 1.158 -2.917
H 5.934 -2.828 -1.670
H 7.175 -3.743 -3.588
*
```

Summary:
- LUMO energy (eV) = -2.45

***

(6)
Formula: C17H38N3O15S2
Source: OMol25
Level of theory: ωB97M-V/def2-TZVPD

```
! wB97M-V def2-TZVPD RIJCOSX def2/J DEFGRID3
* xyz -1 1
C -2.422 2.494 0.552
C -1.506 1.679 -0.376
O -0.163 1.932 0.024
C -1.900 0.211 -0.258
N -1.490 -0.675 -1.324
C -0.044 -0.765 -1.539
C 0.367 -2.142 -2.017
O 0.281 -2.316 -3.432
S 1.540 -1.685 -4.210
O 1.151 -0.364 -4.598
O 2.674 -1.736 -3.340
N 1.621 -2.731 -5.401
S 2.615 -2.272 -6.586
N 1.578 -1.910 -7.858
O 3.430 -1.135 -6.330
O 3.330 -3.416 -7.039
H -3.377 2.705 0.091
H -2.567 1.934 1.470
H -1.879 3.389 0.816
H -1.663 2.058 -1.376
H 0.044 1.291 0.719
H -1.558 -0.150 0.712
H -2.984 0.189 -0.237
H -1.989 -0.465 -2.175
H 0.274 -0.040 -2.282
H 0.478 -0.523 -0.628
H 1.340 -2.402 -1.622
H -0.339 -2.844 -1.597
H 0.948 -2.706 -7.891
H 1.004 -1.132 -7.536
C -5.564 8.214 2.260
C -4.632 7.497 1.306
O -5.019 6.130 1.103
C -6.062 5.941 0.298
O -6.686 6.796 -0.275
O -6.301 4.631 0.238
C -7.452 4.277 -0.533
H -5.638 7.668 3.201
H -5.198 9.220 2.462
H -6.567 8.291 1.844
H -3.630 7.452 1.727
H -4.566 8.010 0.348
H -7.400 4.704 -1.531
H -8.359 4.608 -0.029
H -7.454 3.194 -0.603
C 2.051 -2.014 5.224
C 2.598 -2.867 4.098
O 1.575 -3.667 3.486
C 0.760 -3.013 2.661
O 0.815 -1.840 2.390
O -0.125 -3.881 2.170
C -1.085 -3.276 1.299
H 1.529 -2.634 5.954
H 2.862 -1.484 5.725
H 1.342 -1.278 4.848
H 3.325 -3.577 4.487
H 3.101 -2.266 3.342
H -0.592 -2.708 0.517
H -1.749 -2.626 1.869
H -1.667 -4.074 0.849
C 4.692 -2.441 -1.335
C 4.543 -1.489 -0.173
O 4.245 -2.170 1.070
C 5.259 -2.772 1.665
O 6.407 -2.794 1.306
O 4.790 -3.370 2.776
C 5.766 -4.130 3.484
H 3.808 -3.068 -1.427
H 4.818 -1.887 -2.261
H 5.552 -3.099 -1.204
H 3.694 -0.831 -0.348
H 5.426 -0.863 -0.045
H 6.642 -3.527 3.712
H 6.057 -5.005 2.905
H 5.298 -4.452 4.410
*
```

Summary:
- LUMO energy (eV) = 2.00

***

(7)
Formula: C23H50CrNO6P2Si
Source: OMol25
Level of theory: ωB97M-V/def2-TZVPD

```
! wB97M-V def2-TZVPD RIJCOSX def2/J DEFGRID3
* xyz 2 4
Cr -0.342 0.036 -1.493
P 1.953 -0.826 -1.513
C 2.072 -0.784 -3.312
C 0.850 -1.397 -3.916
N -0.326 -1.000 -3.356
C -1.485 -1.403 -3.930
C -1.507 -2.310 -4.981
C -0.303 -2.732 -5.539
C 0.889 -2.249 -5.010
C -2.771 -0.835 -3.349
P -2.444 0.764 -2.540
H 1.867 -2.536 -5.400
H -2.479 -2.648 -5.347
H -0.296 -3.420 -6.379
H -3.511 -0.676 -4.147
H -3.202 -1.520 -2.595
H 2.072 0.397 -3.585
H 3.000 -1.244 -3.662
H 1.314 2.392 -3.109
O 2.000 1.854 -3.667
H 2.009 2.210 -4.569
H -0.003 2.167 -1.631
O 0.198 2.944 -2.247
H 0.002 3.771 -1.767
C -2.384 1.899 -3.953
H -3.352 1.868 -4.477
H -2.193 2.918 -3.590
H -1.579 1.617 -4.646
C -3.925 1.184 -1.616
H -3.690 2.046 -0.977
H -4.758 1.423 -2.293
H -4.221 0.345 -0.976
C 1.930 -2.542 -0.962
H 2.933 -2.978 -1.083
H 1.618 -2.554 0.095
H 1.207 -3.121 -1.549
C 3.518 -0.161 -0.939
H 3.503 -0.123 0.157
H 4.340 -0.806 -1.286
H 3.658 0.856 -1.327
C 0.649 3.836 1.820
C 1.468 2.703 2.434
C 2.559 2.246 1.478
C 2.097 3.164 3.740
O 0.560 1.616 2.764
Si -0.024 0.392 1.814
O -0.326 0.821 0.307
O 1.087 -0.837 1.888
C 1.481 -1.598 3.081
C 0.804 -2.960 3.026
C 2.998 -1.750 3.035
C 1.079 -0.889 4.369
O -1.317 -0.110 2.690
C -2.643 -0.626 2.429
C -2.621 -1.687 1.334
C -3.125 -1.250 3.734
C -3.553 0.539 2.054
H 1.299 4.687 1.581
H -0.116 4.184 2.526
H 0.156 3.498 0.902
H 3.267 3.070 1.313
H 3.125 1.403 1.895
H 2.139 1.961 0.505
H 1.322 3.489 4.444
H 2.683 2.358 4.196
H 2.771 4.008 3.556
H 1.101 -3.510 2.124
H 1.095 -3.559 3.902
H -0.288 -2.852 3.045
H 3.492 -0.770 3.077
H 3.349 -2.330 3.900
H 3.319 -2.278 2.128
H 1.515 0.116 4.424
H -0.012 -0.816 4.457
H 1.455 -1.481 5.222
H -1.908 -2.486 1.575
H -3.625 -2.130 1.250
H -2.353 -1.253 0.360
H -3.141 -0.502 4.537
H -4.143 -1.638 3.603
H -2.479 -2.083 4.042
H -3.572 1.275 2.869
H -3.212 1.033 1.136
H -4.576 0.171 1.899
*
```

Summary:
- ΔE to the lowest compared entry with this formula, charge and spin (eV) = 0.360
- LUMO energy (spin up / spin down) (eV) = -9.40 / -6.74

***

(8)
Formula: C43H20N11O2S4Tc
Source: OMol25
Level of theory: ωB97M-V/def2-TZVPD

```
! wB97M-V def2-TZVPD RIJCOSX def2/J DEFGRID3
* xyz -1 2
Tc -0.406 -0.719 1.700
C 4.281 -0.227 6.289
C 3.988 1.138 6.232
C 3.030 1.630 5.357
C 2.375 0.723 4.540
C 1.332 0.894 3.530
N 0.828 2.050 3.167
C -0.159 2.207 2.296
C -0.674 3.488 1.841
C -0.241 4.790 2.041
C -0.922 5.806 1.390
C -2.010 5.529 0.555
C -2.447 4.230 0.355
C -1.769 3.212 1.010
C -1.907 1.764 0.965
N -2.878 1.116 0.333
C -2.951 -0.189 0.214
N -2.028 -1.121 0.621
C -2.423 -2.379 0.237
N -1.776 -3.510 0.406
C -0.651 -3.644 1.095
N -0.005 -2.678 1.812
C 1.061 -3.208 2.475
N 1.868 -2.586 3.324
C 1.820 -1.303 3.605
N 1.025 -0.346 3.026
C 2.675 -0.641 4.591
C 3.627 -1.134 5.467
C 1.142 -4.622 2.137
C 2.052 -5.611 2.482
C 1.866 -6.876 1.949
C 0.798 -7.148 1.087
C -0.110 -6.161 0.738
C 0.072 -4.893 1.273
C -3.714 -2.257 -0.440
C -4.561 -3.204 -0.991
C -5.745 -2.760 -1.561
C -6.072 -1.402 -1.577
C -5.225 -0.454 -1.021
C -4.044 -0.898 -0.451
N -0.904 1.220 1.711
H 5.032 -0.579 6.984
H 4.520 1.821 6.882
H 2.798 2.685 5.303
H 0.619 4.993 2.665
H -0.595 6.830 1.513
H -2.504 6.344 0.042
H -3.274 4.004 -0.305
H 3.847 -2.193 5.499
H 2.882 -5.387 3.138
H 2.563 -7.668 2.195
H 0.686 -8.145 0.680
H -0.930 -6.359 0.061
H -4.294 -4.252 -0.975
H -6.429 -3.475 -2.000
H -7.003 -1.087 -2.031
H -5.468 0.600 -1.031
S 1.052 -0.629 -0.198
C 1.239 1.086 -0.496
C 2.305 1.750 0.212
N 3.184 2.236 0.772
C 0.484 1.823 -1.348
S -0.843 1.227 -2.357
C 0.676 3.239 -1.478
N 0.802 4.378 -1.587
O -1.389 1.146 -7.873
S -0.233 0.460 -7.383
O 0.449 -0.475 -8.225
N -0.632 -0.292 -5.933
C 0.001 0.249 -4.962
S -0.149 -0.439 -3.338
C 0.931 1.367 -5.296
C 1.774 2.098 -4.476
C 2.574 3.071 -5.062
C 2.546 3.292 -6.434
C 1.712 2.546 -7.261
C 0.913 1.600 -6.659
H 1.820 1.913 -3.413
H 3.231 3.660 -4.437
H 3.190 4.046 -6.867
H 1.696 2.696 -8.331
*
```

Summary:
- LUMO energy (spin up / spin down) (eV) = 0.86 / 0.95

***

(9)
Formula: C4H7NO4
Source: OMol25
Level of theory: ωB97M-V/def2-TZVPD

```
! wB97M-V def2-TZVPD RIJCOSX def2/J DEFGRID3
* xyz 0 1
N 1.608 -1.498 -0.290
C 0.641 -0.466 -0.392
C -0.601 -0.801 0.247
C -1.744 0.044 -0.082
O -1.973 0.582 -1.164
O -2.597 0.189 1.046
C 1.133 0.906 0.079
O 1.867 1.085 0.999
O 0.562 1.954 -0.560
H 2.334 -1.248 -1.014
H 2.107 -1.274 0.580
H 0.393 -0.402 -1.484
H -0.514 -0.784 1.341
H -0.931 -1.808 0.029
H -3.290 0.833 0.696
H 1.006 2.687 -0.031
*
```

Summary:
- ΔE to the lowest compared entry with this formula, charge and spin (eV) = 0.724
- LUMO energy (eV) = 0.60

***

(10)
Formula: C16H21KN4O7
Source: OMol25
Level of theory: ωB97M-V/def2-TZVPD

```
! wB97M-V def2-TZVPD RIJCOSX def2/J DEFGRID3
* xyz -2 1
K 0.675 -1.046 -0.760
O 4.022 -2.013 1.835
C 2.886 -1.553 1.660
O 2.459 -0.888 0.656
C 1.872 -1.705 2.812
C 1.425 -0.314 3.315
C 0.826 -0.424 4.725
C -0.574 -1.023 4.415
C -0.490 -1.187 2.894
O 0.265 -0.013 2.518
C 0.448 -2.347 2.539
C 0.185 -2.991 1.157
O -0.711 -2.454 0.436
O 0.890 -3.980 0.882
H 2.396 -2.240 3.604
H 2.162 0.475 3.178
H 0.746 0.559 5.193
H 1.438 -1.061 5.367
H -1.371 -0.327 4.684
H -0.765 -1.972 4.923
H -1.425 -1.209 2.344
H 0.303 -3.164 3.253
N 3.337 1.411 -1.262
C 2.890 2.762 -0.929
C 1.426 2.882 -0.546
N 1.206 2.252 0.763
H 3.208 0.796 -0.457
H 2.764 1.015 -2.002
H 3.117 3.446 -1.752
H 3.490 3.099 -0.075
H 0.803 2.430 -1.328
H 1.163 3.946 -0.484
H 1.695 1.360 0.831
H 0.237 1.987 0.888
O 0.981 -0.771 -3.208
N -0.168 -0.696 -3.655
N -0.995 0.035 -2.933
O -0.671 0.698 -1.836
C -2.321 0.177 -3.455
C -2.773 -0.506 -4.584
C -4.075 -0.311 -5.019
C -4.940 0.550 -4.345
C -4.475 1.215 -3.221
C -3.170 1.032 -2.770
H -2.108 -1.180 -5.102
H -4.417 -0.846 -5.898
H -5.958 0.691 -4.689
H -5.130 1.885 -2.675
H -2.779 1.522 -1.890
*
```

Summary:
- ΔE to the lowest compared entry with this formula, charge and spin (eV) = 0.620
- LUMO energy (eV) = 4.47